1.
Density functional theory data (wB97M-V/def2-TZVPD) for an isolated molecule of C7H13O2P.

```
! wB97M-V def2-TZVPD RIJCOSX def2/J DEFGRID3
* xyz 0 1
C -2.288 1.069 1.194
C -2.660 -0.119 0.796
C -2.131 -0.914 -0.333
C -0.916 -1.696 -0.125
C -0.916 -0.511 -1.110
P 0.267 0.990 -0.995
O -0.166 1.974 -1.978
O 1.683 0.361 -1.370
C 2.543 -0.319 -0.448
C 2.736 0.518 0.776
H -2.516 1.716 1.977
H -1.501 1.678 0.691
H -3.390 -0.679 1.384
H -2.984 -1.338 -0.799
H -0.519 -1.626 0.925
H -0.778 -2.783 -0.415
H -0.948 -0.549 -2.218
H 0.715 1.583 0.214
H 1.955 -1.230 -0.279
H 3.343 -0.578 -1.133
H 1.952 0.414 1.574
H 3.767 0.356 1.149
H 2.752 1.684 0.524
*
```

Energy above the lowest of the compared OMol25 structures with the same formula, charge and spin in kcal/mol: 85.09
HOMO level in eV: -9.7
Frontier orbital gap in eV: 10.58
SMILES string: C=C[C@@H]1C[C@@H]1[P@H](=O)OCC

Mulliken atomic charge list, values in e, 5 entries: -0.718 -0.240 -0.023 -0.617 -0.071

2.
Density functional theory data (wB97M-V/def2-TZVPD) for an isolated molecule of C6H15N.

```
! wB97M-V def2-TZVPD RIJCOSX def2/J DEFGRID3
* xyz 0 1
C -0.920 0.235 -2.923
C -0.046 0.465 -1.666
N -0.773 -0.343 -0.601
C -0.378 -0.126 0.828
C -0.821 1.252 1.296
C 1.179 -0.190 1.043
C 1.575 -1.302 2.023
H -0.610 -0.756 -3.292
H -1.977 0.165 -2.588
H -0.737 0.975 -3.686
H 1.004 0.248 -1.865
H -0.163 1.369 -1.057
H -0.453 -1.291 -0.812
H -0.780 -0.964 1.376
H -0.296 2.037 0.741
H -0.468 1.573 2.283
H -1.890 1.469 1.254
H 1.682 0.681 1.481
H 1.547 -0.298 0.020
H 2.625 -1.170 2.251
H 1.621 -2.224 1.418
H 1.016 -1.199 2.953
*
```

Energy above the lowest of the compared OMol25 structures with the same formula, charge and spin in kcal/mol: 40.76
HOMO level in eV: -9.0
Frontier orbital gap in eV: 10.05
SMILES string: CCN[C@H](C)CC

Mulliken atomic charge list, values in e, 5 entries: -1.176 -0.304 -0.406 0.118 -1.604

3.
Density functional theory data (wB97M-V/def2-TZVPD) for C18H31BBr2F4N2O4OsSi4 as an isolated structure.

```
! wB97M-V def2-TZVPD RIJCOSX def2/J DEFGRID3
* xyz 0 5
Os -1.002 0.155 -0.535
Br -5.205 2.219 -2.354
C -3.853 3.083 -1.383
C -4.057 4.412 -0.958
C -3.092 5.087 -0.271
Br -3.402 6.882 0.236
C -1.862 4.459 0.056
C -0.783 5.073 0.728
C 0.359 4.367 0.985
C 0.421 3.019 0.599
N -0.570 2.422 -0.015
C -1.693 3.117 -0.332
C -2.682 2.416 -1.102
O -2.425 1.193 -1.525
H -4.995 4.894 -1.195
H -0.869 6.110 1.022
H 1.203 4.821 1.484
H 1.294 2.416 0.824
F -2.365 0.895 1.414
B -3.128 -0.324 1.626
F -3.045 -0.960 0.349
F -2.465 -1.123 2.550
F -4.406 -0.039 1.978
C 1.454 -3.918 -1.781
Si 2.014 -3.216 -0.133
C 3.780 -2.583 -0.296
C 1.958 -4.560 1.166
Si 0.282 -1.660 0.363
Si 0.445 0.480 -2.471
C 0.042 2.149 -3.213
C 0.088 -0.863 -3.732
C 2.260 0.474 -2.006
Si 0.675 -0.856 2.582
C 2.533 -0.619 2.310
C 0.342 -2.326 3.673
C 0.062 0.755 3.281
H 0.528 -4.485 -1.677
H 2.223 -4.594 -2.164
H 1.284 -3.144 -2.522
H 4.350 -3.290 -0.903
H 4.280 -2.503 0.668
H 3.846 -1.613 -0.778
H 2.406 -5.463 0.743
H 0.936 -4.796 1.459
H 2.523 -4.292 2.060
H -1.006 2.215 -3.505
H 0.660 2.273 -4.106
H 0.258 2.973 -2.532
H -0.868 -1.361 -3.571
H 0.865 -1.624 -3.709
H 0.073 -0.419 -4.729
H 2.486 1.132 -1.164
H 2.854 0.814 -2.858
H 2.581 -0.530 -1.751
H 3.056 -1.573 2.274
H 2.954 -0.040 3.137
H 2.760 -0.080 1.387
H 0.917 -3.193 3.356
H -0.718 -2.581 3.666
H 0.631 -2.074 4.697
H 0.364 1.603 2.666
H 0.545 0.859 4.257
H -1.012 0.792 3.414
O -2.635 -4.055 -0.215
N -1.831 -3.213 -0.474
O -1.754 -2.564 -1.503
O -0.867 -3.024 0.457
*
```

Energy above the lowest of the compared OMol25 structures with the same formula, charge and spin in kcal/mol: 9.33
HOMO level (alpha / beta) in eV: -8.4 / -8.4
Frontier orbital gap (alpha / beta) in eV: 7.59 / 6.08

Mulliken atomic charge list, values in e, 5 entries: 0.603 -0.151 -0.030 -0.270 -0.043

4.
Density functional theory data (wB97M-V/def2-TZVPD) for C9H22N5O4SSn as an isolated structure.

```
! wB97M-V def2-TZVPD RIJCOSX def2/J DEFGRID3
* xyz 1 1
Sn -0.566 -0.547 1.421
O -0.171 0.819 -2.288
S -1.191 0.672 -1.155
O -0.444 1.307 0.021
O -1.370 -0.754 -0.715
O -2.468 1.309 -1.427
N 2.407 1.384 -1.857
C 2.460 0.475 -0.666
C 3.481 0.837 0.401
C 3.069 0.050 1.703
N 1.707 0.685 2.084
C 3.038 -1.471 1.295
C 2.313 -1.896 0.063
N 0.860 -2.106 0.356
C 2.591 -0.955 -1.087
H 1.445 1.302 -2.276
H 3.180 1.154 -2.510
H 2.529 2.369 -1.625
H 1.487 0.775 -0.257
H 3.359 1.937 0.562
H 4.549 0.598 0.115
H 3.875 0.100 2.478
H 1.723 1.636 1.668
H 1.580 0.778 3.097
H 2.767 -2.054 2.148
H 4.083 -1.666 1.117
H 2.803 -2.825 -0.267
H 0.695 -3.034 0.776
H 0.391 -2.102 -0.551
H 1.910 -1.114 -1.890
H 3.617 -1.186 -1.300
C -5.105 -0.238 -1.208
N -4.942 0.063 0.282
C -5.712 1.225 0.836
C -3.863 -0.348 0.904
N -2.990 -0.773 1.570
H -4.418 -1.025 -1.500
H -4.777 0.633 -1.840
H -6.179 -0.546 -1.418
H -5.364 1.365 1.859
H -6.787 1.009 0.785
H -5.574 2.159 0.295
*
```

HOMO level in eV: -11.3
Frontier orbital gap in eV: 8.84

Mulliken atomic charge list, values in e, 5 entries: 1.064 -0.852 1.399 -0.792 -0.704

5.
Density functional theory data (wB97M-V/def2-TZVPD) for a 2-piece molecular cluster, C2H2O3 overall.

```
! wB97M-V def2-TZVPD RIJCOSX def2/J DEFGRID3
* xyz 0 3
C -1.402 0.135 -0.470
C 0.793 -0.124 0.525
O -2.357 -0.054 0.172
O 1.658 -0.637 -0.391
O 1.775 0.695 0.107
H -1.210 0.523 -1.469
H 0.744 -0.539 1.526
*
```

Energy above the lowest of the compared OMol25 structures with the same formula, charge and spin in kcal/mol: 124.51
HOMO level (alpha / beta) in eV: -6.7 / -10.8
Frontier orbital gap (alpha / beta) in eV: 7.30 / 9.45

Mulliken atomic charge list, values in e, 5 entries: 0.022 0.142 -0.331 -0.226 -0.231

6.
Density functional theory data (wB97M-V/def2-TZVPD) for C4H11NO2 as an isolated structure.

```
! wB97M-V def2-TZVPD RIJCOSX def2/J DEFGRID3
* xyz 0 1
C 0.149 1.701 1.296
C 0.199 1.376 -0.715
O -0.989 1.383 1.757
H -1.057 -0.222 1.321
H 1.029 1.105 1.612
H 0.392 2.763 1.160
H 1.165 1.214 -1.197
H -0.592 0.768 -1.157
H -0.122 2.403 -0.873
N 0.631 -1.506 -1.148
C 0.481 -1.070 0.101
C -0.716 -1.271 0.892
O -0.457 -1.920 -1.909
H -0.951 -1.112 -2.129
H 1.428 -1.236 -1.709
H 1.412 -0.779 0.565
H -0.486 -1.843 1.793
H -1.516 -1.754 0.339
*
```

Energy above the lowest of the compared OMol25 structures with the same formula, charge and spin in kcal/mol: 156.93
HOMO level in eV: -7.4
Frontier orbital gap in eV: 7.36

Mulliken atomic charge list, values in e, 5 entries: -0.300 -0.913 -0.747 0.343 0.182